The following is a quantum chemistry calculation of a cluster of 12 separate species, C21H69N21O12 in total at a distorted geometry, from the OMol25 dataset.

```
123
Properties=species:S:1:pos:R:3:forces:R:3:mulliken_charge:R:1
C -4.368 -4.178 -0.649 1.42 -0.53 -1.07 -0.5028
H -2.216 2.985 -0.242 -0.11 -0.02 0.03 0.1717
O 5.549 4.598 -3.055 -0.08 -0.95 -0.28 -0.7011
N -4.966 -0.799 -1.392 0.51 -0.49 -1.01 -0.2738
H 3.154 -2.393 -3.980 -0.29 0.16 -0.11 0.1543
H -3.280 -4.160 -0.796 0.10 0.71 -0.14 0.2798
H -5.358 -0.862 -0.474 -0.30 0.40 0.03 0.1877
H -3.958 -8.596 -1.442 -0.05 -0.10 -0.09 0.2295
C 5.139 3.467 -3.348 -0.73 0.02 0.32 0.5312
C -4.999 0.260 -2.270 1.30 1.19 0.17 0.5134
H 4.626 -1.776 3.981 0.03 -0.41 -0.38 0.1480
H -5.833 -8.745 0.342 -0.42 -0.25 0.01 0.3385
H 4.111 6.526 0.362 0.41 0.24 0.04 0.1833
C -0.417 -2.737 -4.964 0.15 -0.42 -0.54 0.7426
H -4.728 -3.183 -0.409 -0.22 -0.30 1.06 0.1109
H 0.036 0.955 6.102 0.09 -0.71 0.32 0.3117
H -0.485 -2.369 3.607 0.10 0.12 -0.08 0.2867
H 0.117 -2.375 8.592 0.19 -0.57 -0.26 0.3193
H -7.216 -8.064 -0.713 0.35 -0.91 -0.28 0.3110
H 2.096 3.364 -6.769 0.37 0.48 -0.11 0.2634
H -4.263 -1.482 -1.621 -0.03 0.05 0.03 0.0829
H -1.239 -3.452 7.932 0.27 -0.21 0.38 0.2684
H -3.800 -7.100 0.569 -0.15 0.04 0.08 0.3269
C -0.135 0.482 5.129 1.46 1.32 0.37 -1.1144
H -1.679 -1.882 -6.369 -0.18 0.06 -0.25 0.1373
H -6.140 1.294 -0.914 -0.28 0.16 -0.05 0.1581
H 5.650 5.925 -0.091 -0.03 -0.49 -0.46 0.2706
N 4.786 5.776 0.392 -1.50 0.79 0.50 -0.4216
N -5.732 1.330 -1.828 -0.03 -0.64 -0.08 -0.3363
H 4.211 1.741 -2.810 -0.09 -0.16 0.28 0.1179
H 0.991 3.166 -0.463 0.61 -0.05 0.32 0.5402
N 5.179 2.958 -4.639 0.59 1.05 0.93 -0.4080
H 1.191 -1.608 6.769 -0.01 -0.15 0.10 0.4443
C -4.116 -6.471 -0.270 -1.35 0.64 0.83 -0.7745
N 1.753 -0.368 -4.402 1.35 -1.27 -0.13 0.0223
N -0.721 -1.434 3.940 0.27 -1.22 -0.62 -0.4902
N 4.029 -0.215 5.680 0.44 -0.65 -1.13 -0.4536
H 1.634 1.617 -1.169 0.36 0.34 0.07 0.2797
H 2.621 3.478 1.283 0.56 0.57 -0.11 0.1160
O -0.402 -0.703 0.058 0.30 0.10 -0.54 -0.2318
O 0.452 2.232 -5.305 0.82 0.98 -0.07 -0.7648
H 1.293 -1.090 4.499 -0.10 0.35 -0.37 -0.0618
H 1.211 0.475 -4.502 0.06 0.13 -0.33 0.1287
N 2.187 1.771 1.403 -0.48 -1.17 0.69 -0.0640
O 3.169 1.046 4.015 0.80 -0.79 -0.53 -0.5531
C 3.808 0.046 4.344 -1.33 0.05 0.95 0.4158
H -1.773 -0.761 1.700 0.87 0.17 0.09 0.0470
H 2.253 4.842 -5.793 0.60 0.13 -0.14 0.1754
C 3.100 -0.436 -4.676 -1.02 2.70 1.12 0.5548
O 0.724 -3.030 -4.620 -0.53 -0.10 -0.23 -0.7240
C -0.864 -2.446 8.115 -0.21 1.03 -0.09 -0.7584
C 0.737 -0.142 0.713 -0.22 -1.17 0.76 -0.9790
H -5.933 2.101 -2.437 0.15 0.03 -0.06 0.2380
O -4.275 0.323 -3.277 -1.18 -0.54 0.97 -0.6204
H -2.850 2.215 -3.580 -0.05 -0.05 0.00 0.1185
H -4.760 -4.342 -1.662 -0.39 -0.53 0.16 0.3443
H -0.060 -2.122 -6.919 0.21 0.21 0.16 0.2275
C 1.538 4.256 4.960 -0.68 -0.35 0.91 0.4023
N -1.522 -2.996 -4.195 0.16 0.56 -0.58 -0.3006
N 4.548 2.612 -2.444 0.46 0.97 -0.35 -0.0944
H 2.378 1.370 2.329 -0.15 0.05 -0.30 -0.4768
O 3.701 0.572 -5.090 0.09 -1.48 -0.02 -0.7999
H -3.211 -6.310 -0.864 -0.32 -0.10 -0.52 0.3810
H 1.383 3.075 3.218 0.32 0.03 0.07 -0.0868
O 0.999 5.057 5.725 0.65 -0.59 -1.02 -0.6903
H 0.518 1.107 4.513 -0.33 -0.02 -0.34 0.1048
H -0.040 1.997 -1.102 0.00 -0.48 0.37 0.3520
C -6.327 -7.892 -0.110 -0.27 2.32 0.71 -1.2734
H -1.614 -1.578 4.406 0.12 0.35 0.20 0.2722
H -0.068 3.778 3.713 -0.05 0.38 0.29 0.1838
O 4.876 3.550 0.086 -1.16 0.61 0.73 -0.8231
H -2.376 -2.600 -4.531 -0.49 -0.23 0.38 0.1219
H -2.491 3.786 -4.199 0.13 0.09 0.02 0.2136
H 0.074 1.759 1.462 0.12 0.09 0.12 0.2410
N 1.805 3.989 -6.035 -1.74 -1.77 0.64 -0.4438
N -0.743 -2.173 -6.188 0.45 -0.40 1.02 -0.3438
H -2.417 -1.055 0.184 0.12 0.38 -0.74 0.0316
N -4.796 -8.198 -1.851 0.10 -0.19 -0.37 -0.6794
H 4.603 -1.028 5.809 0.17 0.18 0.90 0.1467
C -5.319 -7.120 -0.973 0.69 -1.88 -1.17 0.4926
H 1.222 4.947 -4.049 -0.21 0.64 1.14 0.1516
H 2.584 5.221 1.522 0.07 0.02 0.05 0.1859
N 0.850 4.033 -3.922 0.80 -0.59 -1.96 -0.1656
C 0.881 1.372 0.832 0.31 0.77 -0.80 1.3822
O -4.556 -5.224 0.277 -0.45 0.54 0.30 -0.4223
C -2.266 3.658 -2.170 0.52 0.60 -1.70 0.4245
H 4.512 2.246 -4.898 0.14 -0.05 -0.33 0.3669
H 4.499 2.926 -1.461 0.11 -0.48 -0.63 0.1136
N 4.193 -0.997 3.531 -0.21 1.27 0.43 -0.4074
H -6.765 -7.208 0.635 0.52 -0.27 0.42 0.3151
N 3.099 4.405 1.237 -0.68 0.18 -0.27 -0.1095
H 3.801 -1.069 2.611 0.11 -0.04 -0.10 0.2089
C 0.286 -0.975 4.905 -1.60 0.22 0.84 0.9690
H 1.426 -1.224 -3.984 -0.83 0.41 -0.05 0.0406
H 1.613 -0.567 0.216 -0.09 0.20 -0.35 0.2591
H -4.594 -7.982 -2.817 0.01 0.42 0.14 0.2058
H 2.987 2.929 4.487 0.36 0.14 0.42 0.2321
O -0.886 -1.724 6.891 0.29 0.48 0.24 -0.2914
O -1.835 4.815 -2.077 -0.40 -1.26 0.99 -0.6822
H 5.507 3.678 -5.263 -0.27 -0.36 -0.37 0.2434
H -1.490 -3.576 -3.383 0.20 0.12 0.17 0.1402
N 2.771 3.698 5.107 0.34 0.00 -0.29 -0.1992
N -2.399 2.711 -1.189 0.08 0.78 0.20 -0.1781
H 3.444 3.987 5.788 -0.19 0.30 0.09 0.1888
H 4.677 -1.671 -4.088 0.09 0.44 -0.43 0.2075
H 3.989 0.513 6.367 0.05 0.14 -0.04 0.2235
N 0.909 3.649 3.891 -0.72 0.36 -0.42 -0.0750
C -1.644 -0.445 0.653 -0.33 0.10 0.78 -0.0111
N 3.688 -1.574 -4.216 0.42 -0.79 -0.16 -0.3546
C 0.889 2.084 -0.523 -1.33 -0.42 -0.89 -1.8309
C 4.222 4.536 0.503 2.42 -1.49 -0.07 0.5548
H 0.718 -0.619 1.703 0.26 0.48 0.34 0.0802
H -2.900 1.866 -1.389 -0.03 -0.09 0.11 0.0969
C 0.314 -1.851 6.160 -0.67 -0.15 -0.58 -1.0683
H 0.229 3.758 -3.187 -0.23 0.20 -0.07 0.0179
H 2.928 1.410 0.802 0.01 0.29 -0.06 0.4422
H -1.166 0.728 4.887 -0.06 -0.49 -0.18 0.4126
H -5.906 -6.424 -1.574 0.45 0.29 -0.02 0.3436
H 0.327 -2.881 5.771 0.66 -0.13 0.29 0.3424
C 0.996 3.327 -5.103 -0.41 -0.17 0.71 0.7226
N -2.563 3.166 -3.417 -0.32 -0.17 0.29 -0.1790
H -1.841 0.630 0.619 -0.48 -0.05 -0.17 0.0532
H -1.494 -1.894 8.815 -0.43 -0.29 -0.16 0.2545
```
Forces are in eV/Å.

- ΔE to the lowest compared entry with this formula, charge and spin (kcal per mole) = 52.75
- total charge = 0
- Kohn-Sham gap (Eh) = 0.3006
- SMILES = COC[C@H](C)N.COC[C@H](C)N.COC[C@H](C)N.NC(N)=O.NC(N)=O.NC(N)=O.NC(N)=O.NC(N)=O.NC(N)=O.NC(N)=O.NC(N)=O.NC(N)=O
- multiplicity = 1
- HOMO level (eV) = -8.245